# 1
This record from the OMol25 dataset describes a cluster of 2 separate species, C4H9N4O in total in a non-equilibrium geometry. The level of theory is ωB97M-V/def2-TZVPD.

```
18
Properties=species:S:1:pos:R:3:forces:R:3
H 3.9219 -1.1976 -0.6176 1.448 -1.119 -1.878
N -2.0207 -0.4186 -1.2293 -0.056 1.138 1.750
H -3.7286 0.5309 1.1148 -2.014 0.843 0.087
H -0.4516 1.1175 -1.1886 -1.313 -0.591 0.122
O -3.2963 -2.0386 -0.1387 -0.380 0.074 -0.264
H -1.8764 -0.8052 -2.1201 0.351 -0.855 -1.102
N 1.5322 -0.4470 -0.7752 -1.963 -0.681 -2.200
H 4.1116 -0.6748 1.2155 0.334 -0.126 -0.171
H -1.5249 1.8964 0.9635 -0.553 -2.086 -1.467
N -1.8569 1.0342 0.4080 1.557 2.001 0.985
C -2.8511 -0.9452 -0.1738 0.219 -0.719 -0.141
C -1.3748 0.6415 -0.7528 1.092 0.999 -0.069
C -2.8093 0.0933 0.9212 0.649 -0.501 -0.805
H 1.9264 -0.9822 -1.5581 0.121 0.289 0.279
H 1.8060 0.0614 0.8971 0.824 0.138 1.726
N 2.3359 -0.4374 0.2160 2.448 0.275 -0.328
C 3.6300 -0.7662 0.2592 -3.413 1.356 2.612
H -2.5176 -0.3766 1.8268 0.647 -0.434 0.863
```
Positions in Å, forces in eV/Å.

Summary:
Total charge: +1
Energy relative to the best compared isomer or geometry (same formula, charge and spin) (kJ/mol): 296.7
E (eV): -12292.546
HOMO (eV): -11.249


# 2
This record from the OMol25 dataset describes a structure of composition C4H9N4O in a non-equilibrium geometry. The level of theory is ωB97M-V/def2-TZVPD.

```
18
Properties=species:S:1:pos:R:3:forces:R:3
N -0.4400 2.1524 1.8297 -0.213 0.736 0.394
C 0.6864 -0.2869 -0.6652 1.319 -0.209 -0.798
N -0.4518 0.5645 -0.4253 0.317 2.163 3.238
C 0.8927 -1.4939 0.1852 -0.006 1.434 2.168
N 0.1206 -0.4935 -1.9855 -1.220 1.517 -1.619
O -1.7616 1.1330 -2.2453 -0.260 -0.266 -0.411
C -0.8527 1.8770 2.9975 1.160 1.036 -2.455
H 1.6191 0.2491 -0.9942 -0.594 0.006 1.501
C -0.8503 0.4328 -1.6617 0.816 -0.828 0.754
H -1.9368 0.8950 -3.1690 0.100 -0.089 0.048
H 0.9054 -1.2273 1.3200 0.200 -0.419 -2.086
H 1.8100 -1.9334 -0.1215 0.855 -0.583 0.103
H -0.0043 -1.3533 -2.4277 -0.249 -1.432 -0.976
H -1.0593 1.2700 4.9632 -0.026 0.136 -0.840
N -1.3218 1.4683 3.9963 -0.383 -0.230 1.258
H -0.2717 3.1288 1.4357 -0.554 -1.690 1.495
H -0.5215 1.1946 0.5318 -0.340 -0.458 -1.751
H 0.0992 -2.1734 0.0208 -0.923 -0.823 -0.023
```
Positions in Å, forces in eV/Å.

Summary:
Total charge: +1
Energy relative to the best compared isomer or geometry (same formula, charge and spin) (kJ/mol): 197.4
E (eV): -12293.576
HOMO (eV): -13.962


# 3
This record from the OMol25 dataset describes the ion C4H9N4O2 with charge +1 in a non-equilibrium geometry. The level of theory is ωB97M-V/def2-TZVPD.

```
19
Properties=species:S:1:pos:R:3:forces:R:3
N -0.4562 -0.1125 1.8571 -0.755 1.874 2.692
N 0.5471 -1.0120 -1.1142 1.582 1.406 -1.234
H -2.4156 0.7263 0.0783 0.625 1.016 -0.253
C -1.3756 0.5175 -0.2262 -0.284 -0.104 -0.852
H -1.3881 0.1430 -1.2455 -0.426 0.114 -0.074
H 2.0298 -2.3586 -1.4002 -0.475 -0.931 0.790
C -0.2910 1.6129 -0.1189 -1.441 -1.639 2.264
H -0.2664 -0.8007 2.5631 0.148 -0.627 -0.005
H -0.6216 2.4278 -0.6616 -0.630 2.316 -0.561
O 1.7648 -1.4652 -1.6123 -0.876 1.114 -0.163
C -0.9899 -0.5930 0.6549 0.716 -1.149 -0.212
O 0.5261 -2.3738 0.6051 1.587 -1.150 1.346
N 2.0387 1.3640 -1.0485 1.235 -0.674 -2.171
C 0.9343 1.2522 -0.7252 1.484 0.058 0.168
H -1.8131 -1.3037 0.7553 0.354 -0.438 -0.228
H -0.1233 1.6873 1.0166 0.265 0.747 -1.860
N 0.2236 -1.3539 0.0429 -2.682 -1.215 -0.354
H 2.7589 1.0509 -1.7757 -1.279 0.558 1.780
H -1.0825 0.5914 2.3549 0.851 -1.275 -1.073
```
Positions in Å, forces in eV/Å.

Summary:
SMILES string: [NH+]#CCC[C@H](N)/[N+]([O-])=N/O
Total charge: +1
Energy relative to the best compared isomer or geometry (same formula, charge and spin) (kJ/mol): 543.5
E (eV): -14336.570
HOMO (eV): -13.907